Record 1
Below is a cluster of 7 separate species, C32H63N10O7 in total at a distorted geometry, with properties calculated with wB97M-V/def2-TZVPD.

```
112
Properties=species:S:1:pos:R:3:forces:R:3
C 0.24455 0.20012 6.65601 0.02 0.32 0.79
C -0.90615 1.14415 6.40411 -0.08 -0.18 -0.22
N -0.72827 2.44212 7.11202 -1.27 -0.59 0.02
C -1.67190 3.36781 6.75226 0.36 0.53 0.19
N -1.53517 4.64425 7.11880 -0.61 -0.05 0.43
N -2.78484 3.08975 5.99389 0.98 -0.74 -1.07
C -2.64633 2.02817 4.96954 0.23 -0.27 -0.06
C -1.21881 1.48719 4.94913 -0.99 0.21 -0.03
C -1.19280 0.31509 3.96996 0.49 0.08 0.45
C 0.18710 -0.11223 3.46282 -0.12 -0.52 -0.88
C 1.10292 1.03347 3.14563 0.18 -0.23 0.09
O 1.49445 1.76244 4.02629 -0.02 0.63 0.40
N 1.47241 1.20094 1.81942 0.95 0.07 0.36
C 2.44731 2.25332 1.62240 -0.37 0.08 -0.29
C 1.98724 3.47754 1.15879 0.49 0.12 0.09
C 2.88715 4.52684 1.00225 0.00 -0.41 0.18
C 4.22760 4.33769 1.30970 0.19 -0.10 0.02
C 4.69101 3.09492 1.73699 -0.45 -0.03 0.00
C 3.79471 2.04750 1.89536 -0.34 0.19 -0.15
H 1.19543 0.56849 6.29031 0.03 0.02 -0.28
H -0.01204 -0.76984 6.25068 0.12 -0.16 -0.24
H 0.33570 0.04670 7.73230 0.09 -0.01 0.11
H -1.80211 0.66096 6.81252 -0.11 -0.11 -0.02
H -0.84099 2.29041 8.11845 1.03 0.34 0.13
H -1.62188 5.34858 6.39633 -0.89 0.18 0.00
H -1.39281 4.95898 8.06458 0.96 -0.11 -0.05
H -3.53388 2.87124 6.64448 -0.34 0.84 -0.10
H -2.87965 2.41956 3.98356 -0.20 0.32 0.03
H -3.33929 1.21644 5.17644 -0.21 -0.03 0.08
H -0.61413 2.32127 4.59421 0.49 -0.18 0.12
H -1.82456 0.55625 3.11853 -0.05 0.06 -0.11
H -1.63997 -0.54222 4.47200 -0.21 -0.14 -0.07
H 0.04267 -0.70901 2.56203 -0.07 -0.05 -0.10
H 0.70158 -0.76358 4.15979 0.08 0.08 0.32
H 1.80771 0.32435 1.43085 -0.71 -0.17 -0.28
H 0.94582 3.62917 0.92478 -0.18 -0.15 0.02
H 2.51551 5.47312 0.64637 0.10 0.21 -0.06
H 4.93510 5.14809 1.22074 0.00 0.13 -0.09
H 5.72982 2.93718 1.97489 0.17 0.08 -0.03
H 4.10364 1.07185 2.24086 0.18 -0.05 0.09
C 1.41174 -0.39609 -1.02175 0.22 0.16 -0.17
O 0.72232 -1.11263 -0.30826 -0.09 0.31 -0.07
N 1.46679 -0.44888 -2.35508 0.03 0.07 0.06
C 2.31137 0.44284 -3.12998 -0.08 -0.12 -0.02
C 0.65084 -1.43204 -3.05073 0.00 0.01 0.01
H 2.07501 0.37845 -0.60014 0.01 0.04 -0.11
H 1.70047 1.03630 -3.81174 0.05 0.02 -0.02
H 3.02950 -0.13583 -3.71205 0.02 0.05 -0.03
H 2.85315 1.11405 -2.46644 -0.01 0.00 0.03
H -0.40046 -1.26800 -2.81654 0.26 0.03 -0.19
H 0.92348 -2.43601 -2.72454 -0.03 -0.03 -0.04
H 0.80346 -1.34455 -4.12353 0.08 0.02 -0.01
C -2.97733 -1.42214 -3.55616 0.07 0.17 -0.15
O -3.57042 -1.29048 -4.61668 -0.05 -0.08 0.25
N -2.68602 -2.58899 -2.97630 -0.02 -0.08 0.18
C -1.94647 -2.66724 -1.73103 -0.26 -0.29 -0.02
C -3.10270 -3.82922 -3.62138 -0.10 0.28 -0.06
H -2.59023 -0.55291 -2.99459 -0.09 0.02 0.06
H -1.02591 -3.23317 -1.88734 -0.05 0.01 0.23
H -2.55138 -3.17635 -0.97763 0.05 0.00 0.06
H -1.69447 -1.67101 -1.37035 -0.06 -0.09 0.04
H -2.66361 -3.89279 -4.61372 -0.03 -0.14 -0.03
H -4.18762 -3.85313 -3.72604 0.01 -0.01 -0.01
H -2.77405 -4.67658 -3.03177 0.05 -0.01 -0.01
C 0.00468 7.46606 3.82418 0.03 -0.12 0.00
O -1.00363 6.99518 4.33348 -0.03 -0.20 0.27
N 0.10136 7.78731 2.52954 0.04 0.10 -0.05
C 1.31060 8.32968 1.93688 -0.27 -0.13 -0.10
C -1.05666 7.56800 1.67538 -0.01 -0.02 0.15
H 0.92830 7.64773 4.39549 -0.02 0.04 0.00
H 1.10012 9.30260 1.49134 0.10 0.01 -0.01
H 1.65059 7.64603 1.15755 0.17 0.12 -0.04
H 2.09266 8.44111 2.68408 -0.04 -0.04 0.05
H -1.90471 8.14665 2.04009 -0.03 -0.02 -0.04
H -1.33408 6.51362 1.68718 -0.04 0.01 -0.03
H -0.82065 7.87078 0.65911 0.04 0.02 0.00
C -0.46078 -1.69590 -6.82612 0.02 -0.12 0.02
O 0.60693 -2.24481 -7.04981 0.07 0.12 -0.02
N -1.09445 -0.86378 -7.66452 -0.12 0.15 0.07
C -2.36992 -0.26467 -7.29672 0.30 -0.09 -0.06
C -0.49599 -0.57653 -8.95661 0.09 -0.13 0.12
H -1.01188 -1.85904 -5.88283 -0.06 0.05 -0.02
H -3.14496 -0.58256 -7.99595 -0.08 0.03 0.08
H -2.29826 0.82554 -7.31389 -0.02 -0.01 -0.03
H -2.62370 -0.58990 -6.28744 -0.17 0.10 -0.25
H -0.36978 -1.49837 -9.52509 0.02 0.03 -0.05
H 0.48778 -0.12488 -8.82305 0.01 0.00 -0.06
H -1.13739 0.10526 -9.50809 -0.04 0.01 0.03
C -0.74989 -6.67154 -4.31464 0.00 -0.04 0.06
O -1.90721 -6.39520 -4.57855 0.04 -0.07 -0.03
N 0.31900 -6.15713 -4.94544 0.09 -0.04 0.02
C 1.67486 -6.51868 -4.58181 -0.12 0.12 -0.15
C 0.10409 -5.20446 -6.02521 -0.09 -0.14 0.11
H -0.48162 -7.37649 -3.51036 0.01 -0.01 -0.01
H 2.22768 -5.63200 -4.26663 0.07 -0.04 0.03
H 2.18482 -6.96932 -5.43552 0.06 -0.01 0.04
H 1.66217 -7.23286 -3.76167 -0.03 0.00 0.02
H -0.44013 -4.33527 -5.65572 0.07 0.01 -0.06
H -0.48796 -5.66449 -6.81684 -0.01 0.04 -0.03
H 1.06051 -4.88229 -6.42666 -0.02 0.05 0.04
C 0.36521 -5.41044 0.68130 -0.10 -0.14 -0.07
O 0.73999 -5.15781 -0.44721 0.04 0.11 -0.08
N 0.57042 -4.62164 1.75272 -0.01 -0.04 0.21
C 0.09675 -4.97805 3.07437 0.16 0.14 -0.17
C 1.29363 -3.37253 1.56555 -0.21 -0.13 -0.22
H -0.19099 -6.33332 0.91851 0.00 0.01 0.05
H -0.59602 -4.21830 3.44367 -0.04 -0.03 0.07
H 0.93692 -5.05705 3.76733 -0.04 -0.03 0.07
H -0.41928 -5.93481 3.03989 -0.01 -0.02 -0.02
H 0.77216 -2.73468 0.85029 0.16 -0.16 0.18
H 2.29073 -3.57304 1.17292 0.06 0.04 0.00
H 1.37666 -2.85637 2.51922 0.01 -0.06 0.10
```
Forces are in eV/Å.

Properties
F_max, hartree/bohr: 0.0316
DFT total energy, eV: -63433.85356
E_LUMO, eV: -3.8
Total charge: +1

---

Record 2
Below is a cluster of 18 separate species, C4H42O17 in total at a distorted geometry, with properties calculated with wB97M-V/def2-TZVPD.

```
63
Properties=species:S:1:pos:R:3:forces:R:3
C -1.67747 2.35551 -1.01092 0.95 -1.15 -1.02
C -2.01419 2.49775 0.42376 0.28 -1.02 1.11
C -2.92637 3.32472 0.92594 -1.14 0.48 -2.05
C -1.22405 1.58509 1.36469 0.50 0.93 -0.31
H -1.54249 1.29710 -1.30028 -0.68 -0.23 0.60
H -0.64551 2.59529 -1.27610 -0.50 0.98 0.61
H -2.34102 2.70982 -1.79718 -0.13 0.63 0.45
H -3.41662 3.40848 1.88318 0.62 -0.37 0.39
H -3.41261 3.93895 0.16416 -0.08 0.05 0.25
H -0.46615 0.97793 0.88960 -0.25 -0.47 -0.51
H -1.88724 0.96138 1.94913 0.00 -0.07 0.32
H -0.58403 2.24158 1.96692 -0.40 -0.16 0.50
H 1.33988 -1.83453 3.52534 0.02 0.12 -0.01
H 0.17045 -1.20219 4.23104 -0.03 -0.11 0.05
O 1.09017 -1.45112 4.37064 -0.11 0.03 0.48
H 3.33261 -1.35157 -1.39254 0.06 -0.02 -0.16
H 3.01267 -2.80794 -1.78186 0.08 0.01 0.05
O 2.80757 -2.13449 -1.12534 0.45 0.00 -0.21
H -1.60169 4.12387 2.21907 0.14 -0.09 0.53
H -1.21792 3.81727 3.73045 -0.10 -0.25 -0.27
O -1.33935 4.50627 3.07503 0.21 0.62 0.03
H 0.49928 -1.62935 -0.55328 0.45 -0.25 0.07
H 1.60951 -1.49561 0.56932 -0.20 -0.16 -0.46
O 0.76834 -1.16928 0.24483 -0.99 0.82 0.61
H 0.28151 -3.06452 -2.89259 0.41 -0.21 -0.28
H -0.79333 -2.12547 -3.24055 0.02 -0.19 -0.43
O -0.01743 -2.57599 -3.66886 -0.50 0.22 0.71
H 0.65406 0.63042 -0.88512 0.06 -0.22 0.19
H 2.11279 0.38451 -1.24170 -0.26 -0.02 -0.39
O 1.45334 1.08433 -1.16026 0.53 0.92 0.71
H -2.17469 -0.73897 -2.00801 -0.81 0.11 -0.14
H -2.85940 -1.74414 -3.04960 -0.33 0.66 0.26
O -2.19630 -1.62802 -2.36613 1.36 -0.98 -0.65
H 4.19314 2.41389 0.48985 0.45 0.14 -0.22
H 2.94005 1.97867 -0.16899 -0.14 0.09 -0.62
O 3.83218 2.30609 -0.39933 -0.38 -0.05 0.90
H -0.00212 -3.40610 3.20654 -0.15 -0.11 0.01
H 0.76731 -3.04858 1.92673 -0.27 0.09 -0.10
O -0.09356 -2.93099 2.37428 0.25 -0.33 0.07
H 0.63023 0.68094 -3.68228 0.43 0.39 0.35
H 0.68113 -0.79311 -3.72578 0.85 -0.30 0.14
O 1.24731 -0.03527 -3.46997 -1.08 -0.40 -0.93
H 1.01165 2.54327 -2.28682 -0.37 -0.16 -0.02
H 0.89012 3.07794 -3.67979 -0.25 0.22 -0.08
O 0.34688 2.92723 -2.89489 1.08 -0.02 -0.67
H -4.49216 -1.68875 2.50382 -0.11 0.16 -0.06
H -3.61573 -2.54791 1.60933 0.05 0.07 -0.37
O -4.16002 -1.74926 1.60259 0.06 -0.23 0.35
H 2.44262 1.14008 3.13374 -0.26 -0.07 0.13
H 1.40142 0.09050 2.65742 -0.18 0.23 0.15
O 2.32898 0.32791 2.63442 0.70 0.09 -0.66
H 3.13382 -2.96203 2.24861 0.19 0.14 -0.14
H 3.08505 -2.42683 0.76930 0.13 -0.53 -0.04
O 2.60464 -2.94158 1.44406 0.08 -0.05 0.37
H -3.75214 -0.84138 -0.17398 0.47 -0.10 -0.10
H -4.94181 -0.38374 -0.87782 0.03 0.32 -0.39
O -3.98478 -0.40347 -1.00794 -0.87 0.09 0.72
H 4.36200 0.26523 -2.80266 -0.11 0.01 -0.02
H 4.35534 0.99551 -1.42192 -0.05 -0.37 -0.05
O 4.35511 0.10712 -1.85365 0.02 0.11 0.09
H -1.40362 -2.37505 1.06255 0.26 -0.20 -0.37
H -1.18917 -3.23944 -0.18178 -0.01 -0.16 0.04
O -1.76818 -2.56801 0.18157 -0.47 0.25 0.45
```
Forces are in eV/Å.

Properties
F_max, hartree/bohr: 0.0465
DFT total energy, eV: -39636.71778
E_LUMO, eV: -0.1
Total charge: 0

---

Record 3
Below is the molecule C26H31N3O4, with properties calculated with wB97M-V/def2-TZVPD.

```
64
Properties=species:S:1:pos:R:3:forces:R:3
C -2.43435 -2.42730 0.78063 0.20 -0.14 0.06
C -1.02724 -2.71514 0.26536 -0.17 0.14 -0.14
C -0.53760 -1.65206 -0.73233 0.17 -0.06 0.06
H -1.37939 -1.02682 -1.03469 0.07 -0.02 -0.06
H -0.12963 -2.13207 -1.62180 -0.05 0.07 -0.04
C 0.55899 -0.74573 -0.14505 0.01 -0.35 -0.11
N 0.18123 0.00455 1.03503 0.12 0.05 0.05
H -0.43049 -0.50840 1.65498 0.01 0.00 0.02
C -0.33095 1.31805 0.66537 -0.11 0.18 0.11
C -1.80967 1.31467 0.34607 0.03 0.11 0.00
C -2.70726 1.25550 1.40737 0.13 0.08 -0.23
C -4.06792 1.16455 1.20656 -0.16 0.00 0.12
C -4.60648 1.12531 -0.08754 0.18 -0.12 0.01
C -3.70010 1.20337 -1.15335 -0.13 0.01 -0.16
C -2.33907 1.29063 -0.93693 0.03 0.13 0.25
H -1.69126 1.34562 -1.79981 0.09 0.00 -0.10
H -4.05181 1.19082 -2.17171 -0.08 0.00 -0.10
N -5.95615 0.98734 -0.30551 -0.32 -0.01 -0.04
C -6.49173 1.22749 -1.62426 0.12 -0.04 -0.10
H -6.14090 0.46623 -2.32586 -0.03 0.06 -0.08
H -6.20869 2.21433 -2.00818 -0.01 0.00 -0.06
H -7.57712 1.17386 -1.58973 0.03 -0.02 0.01
C -6.87069 1.02278 0.80911 0.08 0.00 0.12
H -7.87967 0.82727 0.45270 0.04 0.00 0.01
H -6.61595 0.24339 1.52976 -0.06 0.04 0.07
H -6.86657 1.99216 1.32296 -0.02 -0.02 0.06
H -4.71018 1.13165 2.07075 -0.11 0.00 0.07
H -2.32703 1.28664 2.41961 0.02 0.02 0.13
H -0.15789 1.99894 1.50926 -0.04 -0.01 -0.20
C 0.59715 1.67898 -0.49748 -0.27 0.03 0.30
C 1.90959 2.22786 0.03808 -0.30 0.13 -0.12
O 2.05160 3.18344 0.74992 -0.04 0.05 0.11
N 2.93480 1.45546 -0.47845 0.48 0.13 0.09
C 2.49788 0.41657 -1.27237 -0.26 0.07 -0.45
O 3.20253 -0.31471 -1.91728 0.05 -0.04 -0.04
C 0.98497 0.36126 -1.16060 -0.01 -0.08 -0.05
H 0.53919 0.17542 -2.13745 0.08 0.00 0.03
C 4.30428 1.67419 -0.17315 0.33 0.07 0.05
C 5.24290 1.72074 -1.19369 -0.11 0.02 0.02
C 6.57554 1.92202 -0.88023 0.04 0.01 -0.02
C 6.96537 2.08489 0.43823 0.07 0.00 0.00
C 6.02117 2.03730 1.45048 0.01 0.00 0.03
C 4.68752 1.82641 1.15160 -0.07 -0.05 -0.09
H 3.94514 1.77321 1.93119 -0.07 0.00 0.07
H 6.32442 2.15830 2.47957 0.01 0.01 0.08
H 8.00621 2.24621 0.67699 0.08 0.01 0.02
H 7.31015 1.95528 -1.67103 0.05 0.00 -0.06
H 4.93257 1.59113 -2.21848 -0.03 -0.01 -0.06
H 0.15489 2.41702 -1.16752 0.08 -0.01 0.01
C 1.80995 -1.57020 0.21459 -0.14 0.03 0.36
O 2.56150 -1.27231 1.10503 0.13 -0.13 -0.04
O 1.97471 -2.60499 -0.59854 -0.30 -0.22 -0.19
C 3.16845 -3.37337 -0.43089 0.46 -0.18 0.19
C 3.02936 -4.37898 0.70230 -0.12 0.33 -0.22
H 2.89995 -3.85663 1.64684 0.01 -0.01 0.08
H 3.92543 -4.99019 0.75825 0.10 -0.10 0.02
H 2.16932 -5.02250 0.53135 -0.05 -0.11 0.00
H 3.99987 -2.68841 -0.23821 -0.11 -0.10 -0.12
H 3.31468 -3.87179 -1.39072 0.00 0.09 0.09
H -0.33543 -2.77568 1.10936 0.05 -0.12 0.04
H -1.02554 -3.69349 -0.21767 0.10 -0.02 0.07
H -2.73682 -3.18372 1.50175 -0.11 -0.04 0.08
H -2.49059 -1.45276 1.26091 -0.07 0.09 0.02
H -3.14708 -2.43358 -0.04146 -0.11 0.04 -0.06
```
Forces are in eV/Å.

Properties
F_max, hartree/bohr: 0.0104
DFT total energy, eV: -40126.99631
E_LUMO, eV: 0.6
Total charge: 0

---

Record 4
Below is a cluster of 2 separate species, C4H7NO2 in total at a distorted geometry, with properties calculated with wB97M-V/def2-TZVPD.

```
14
Properties=species:S:1:pos:R:3:forces:R:3
O 2.24949 0.03902 0.46314 -0.03 -0.20 -0.24
C 0.86403 0.12568 0.52280 -0.22 -0.02 -0.50
C 0.10712 1.17791 -0.30887 -0.18 0.03 -0.43
N -1.17600 0.70303 -0.20740 -0.25 0.14 -0.14
C -1.13648 -0.63308 -0.70178 -0.04 -0.05 -0.96
C 0.13704 -1.12698 0.02714 0.09 -0.34 -0.35
O 0.57174 -2.23888 0.20812 -0.48 0.50 -0.39
H 2.45939 -0.90676 0.52380 0.07 0.13 -0.07
H 0.55482 0.28112 1.58611 -0.07 0.15 -0.56
H 0.28634 2.23388 -0.09730 -0.10 -0.24 -0.38
H -0.06035 0.67910 -2.28346 0.96 0.47 1.67
H -1.88513 1.30585 -0.59171 -0.16 -0.04 0.03
H -0.94936 -0.42100 -1.96190 0.47 -0.53 2.15
H -2.02285 -1.23936 -0.55758 -0.06 -0.01 0.17
```
Forces are in eV/Å.

Properties
F_max, hartree/bohr: 0.0440
DFT total energy, eV: -9841.97843
E_LUMO (alpha / beta), eV: -0.1 / -0.1
Total charge: 0

---

Record 5
Below is the molecule C5H10N2O at a distorted geometry, with properties calculated with wB97M-V/def2-TZVPD.

```
18
Properties=species:S:1:pos:R:3:forces:R:3
C -0.16547 -1.65138 0.35824 -0.07 0.33 -0.03
C -0.65618 -0.43867 -1.70261 0.31 0.32 0.59
N -0.42315 -0.38539 -0.27637 -1.07 1.35 1.11
C 1.79113 0.37287 -0.04920 3.60 1.24 0.17
N -0.61438 0.94671 1.83158 -0.82 -0.39 0.46
C 1.00651 1.43614 0.02855 -1.54 0.15 -0.13
C -0.40995 1.07046 0.45349 1.39 -2.63 -2.23
O 2.81495 -0.22213 0.02382 -2.43 -0.15 -0.46
H 0.09758 0.41754 2.31830 -0.04 0.62 0.13
H -0.98831 1.76537 2.29300 0.32 -0.34 0.04
H 1.17308 2.31434 -0.56799 0.71 0.36 0.26
H -1.17203 1.70409 -0.00959 0.02 -0.22 0.12
H 0.85488 -1.99236 0.13380 -0.03 -0.27 0.13
H -0.28576 -1.59582 1.43875 -0.07 0.02 0.04
H -1.42518 -1.17952 -1.92144 -0.06 -0.14 -0.17
H -1.00231 0.52689 -2.06976 0.00 0.04 0.01
H -0.85658 -2.39886 -0.03058 -0.15 -0.24 0.10
H 0.26117 -0.69027 -2.25200 -0.06 -0.07 -0.13
```
Forces are in eV/Å.

Properties
F_max, hartree/bohr: 0.0741
DFT total energy, eV: -10371.75848
E_LUMO, eV: 0.7
Total charge: 0

---

Record 6
Below is a structure of composition C5H12BN at a distorted geometry, with properties calculated with wB97M-V/def2-TZVPD.

```
19
Properties=species:S:1:pos:R:3:forces:R:3
B 1.15513 0.68603 1.43410 0.87 -1.33 0.12
C 1.75204 0.08451 0.14256 -0.50 -0.04 -0.58
C 1.15091 -1.21391 -0.44992 -0.16 0.24 0.16
C -0.09687 -0.99354 -1.34974 0.73 -0.17 -0.67
C -1.48298 0.83984 1.11035 0.35 -0.07 -0.32
C -1.73099 0.43274 -0.34671 -0.41 1.11 -0.06
N -1.31554 -0.87959 -0.64658 -0.04 -0.41 0.58
H 1.52288 1.51326 2.15864 0.03 0.82 0.17
H 1.75034 0.83194 -0.66461 0.20 0.09 -0.03
H 2.81104 -0.11376 0.34749 0.02 0.21 0.21
H 1.91416 -1.69827 -1.06510 -0.11 -0.01 -0.02
H 0.87394 -1.90324 0.34852 0.06 -0.06 0.00
H 0.10949 -0.11951 -2.00417 -0.10 -0.21 0.15
H -0.17595 -1.88675 -1.98303 0.04 0.12 0.01
H -1.94277 0.12648 1.79002 0.16 -0.02 0.12
H -0.35315 0.77167 1.33121 -1.15 -0.07 0.18
H -1.83044 1.84938 1.32372 0.02 0.01 -0.06
H -2.82460 0.46894 -0.46500 0.11 0.06 -0.10
H -1.28663 1.20379 -1.01175 -0.13 -0.26 0.14
```
Forces are in eV/Å.

Properties
F_max, hartree/bohr: 0.0310
DFT total energy, eV: -7540.85016
E_LUMO (alpha / beta), eV: 0.6 / -0.3
Total charge: 0